Arrangement A

DFT (ωB97M-V with the def2-TZVPD basis set) results for an isolated molecule of C4H5N.

Each line ends with the natural charge from an NBO analysis.
CARTESIAN COORDINATES (ANGSTROEM)
C -2.259 -0.613 -0.148  -0.222
C -1.186 -0.104 0.067  -0.042
C 0.124 0.491 0.250  -0.174
C 1.369 -0.217 -0.139  -0.239
N 0.872 0.881 -0.953  -0.547
H -3.195 -1.108 -0.310  0.239
H 0.325 1.027 1.161  0.225
H 1.264 -1.256 -0.415  0.201
H 2.279 0.052 0.397  0.200
H 0.377 0.488 -1.752  0.358

Output
HOMO-LUMO gap = 10.49 eV
multiplicity = 1
LUMO = 0.04176 Ha
structure (SMILES) = C#C[C@H]1CN1

=====

Arrangement B

DFT (ωB97M-V with the def2-TZVPD basis set) results for an isolated molecule of C4H5N.

Each line ends with the natural charge from an NBO analysis.
CARTESIAN COORDINATES (ANGSTROEM)
H 0.167 -1.152 2.409  0.351
N -0.309 -1.497 1.480  -0.581
C -0.271 -0.765 0.485  0.239
C 0.510 0.763 0.132  -0.640
C -0.853 -1.213 -0.694  -0.090
C -1.324 -1.659 -1.694  -0.162
H 1.229 1.038 0.888  0.217
H -0.364 1.259 0.041  0.212
H 0.930 0.639 -0.883  0.223
H -1.880 -2.201 -2.393  0.231

Output
HOMO-LUMO gap = 10.66 eV
multiplicity = 1
LUMO = 0.03473 Ha
structure (SMILES) = [H]/N=C(\C)C#C

=====

How far above the most stable structure does each one sit? In eV: arrangement A 0.000; arrangement B 0.260.

=====

Arrangement A

DFT (ωB97M-V with the def2-TZVPD basis set) results for an isolated molecule of CH6N2O2.

Each line ends with the natural charge from an NBO analysis.
CARTESIAN COORDINATES (ANGSTROEM)
N -0.598 -1.539 -0.989  -0.528
O -0.125 -0.892 0.331  -0.425
C 0.109 0.434 0.026  0.479
N -0.173 1.222 1.196  -0.865
O 1.400 0.681 -0.429  -0.725
H 0.283 -1.768 -1.454  0.349
H -1.051 -2.422 -0.748  0.354
H -0.554 0.621 -0.870  0.141
H -1.007 0.886 1.659  0.375
H -0.282 2.199 0.953  0.372
H 1.998 0.578 0.325  0.473

Output
HOMO-LUMO gap = 10.82 eV
multiplicity = 1
LUMO = 0.03696 Ha
structure (SMILES) = NO[C@@H](N)O

=====

Arrangement B

DFT (ωB97M-V with the def2-TZVPD basis set) results for an isolated molecule of CH6N2O2.

Each line ends with the natural charge from an NBO analysis.
CARTESIAN COORDINATES (ANGSTROEM)
C -0.991 0.598 -0.623  -0.419
N -0.247 -0.538 0.176  0.033
O -0.238 -0.307 1.485  -0.633
N 1.179 -0.405 -0.363  -0.201
O 1.691 0.570 0.476  -0.611
H -0.641 1.581 -0.314  0.243
H -0.810 0.435 -1.684  0.215
H -2.038 0.473 -0.351  0.207
H -0.580 -1.483 -0.061  0.382
H 1.656 -1.285 -0.143  0.319
H 1.020 0.361 1.403  0.465

Output
HOMO-LUMO gap = 10.16 eV
multiplicity = 1
LUMO = 0.02732 Ha
structure (SMILES) = C[N@H+]([O-])NO

=====

How far above the most stable structure does each one sit? In eV: arrangement A 0.000; arrangement B 3.064.